A molecular structure, C15H40N2NbO6, computed with ωB97M-V/def2-TZVPD.

XYZ file:
```
64
Properties=species:S:1:pos:R:3:forces:R:3:nbo_charge:R:1
O -0.669 -1.153 1.583 1.8 4.8 -6.9 -0.61
C -0.507 -0.529 0.398 -1.1 -3.5 3.7 0.81
O 0.658 0.285 0.011 -1.8 -2.5 0.3 -0.77
C -1.697 -0.756 -0.717 0.2 -0.2 0.2 -0.53
C -1.123 -1.085 -2.218 -1.3 0.9 -0.3 -1.03
Nb 0.115 -3.006 -2.063 -1.1 1.0 -0.3 1.94
H 1.130 -0.140 -0.787 -1.4 0.4 1.4 0.52
H -2.329 -1.700 -0.383 1.5 2.1 -0.3 0.25
H -2.414 0.168 -0.656 1.4 -1.4 -0.2 0.21
H -2.073 -1.287 -2.911 1.9 0.5 1.4 0.24
H -0.545 -0.186 -2.723 -1.3 -1.9 1.4 0.25
H 1.635 -2.106 -1.588 0.6 0.4 0.3 -0.51
H -0.237 -3.220 -0.287 0.3 -0.1 0.3 -0.44
H -1.397 -3.922 -2.521 -0.2 -0.4 0.1 -0.45
H 0.543 -2.779 -3.836 0.5 0.0 -0.4 -0.48
H 0.979 -4.604 -2.002 0.0 -0.5 -0.3 -0.42
C 2.331 -0.364 5.063 -0.3 0.1 0.1 -0.25
O 0.977 -0.347 5.500 0.4 -0.2 -0.2 -0.57
C 0.141 -1.243 4.757 -0.6 -0.2 0.3 -0.08
C -0.344 -2.391 5.656 0.6 0.2 -0.3 -0.24
N 0.757 -3.299 5.993 -0.3 0.0 0.3 -0.62
C 0.416 -4.269 7.040 0.4 0.3 0.0 -0.25
C 0.116 -3.711 8.446 0.2 -0.5 0.0 -0.08
O 1.249 -3.121 9.086 -0.5 0.1 -0.2 -0.55
C 1.460 -1.755 8.765 0.3 -0.1 0.2 -0.25
H 2.870 0.425 5.592 -0.1 0.0 0.0 0.18
H 2.802 -1.322 5.301 0.1 -0.1 -0.2 0.16
H 2.397 -0.170 3.988 0.0 -0.1 0.0 0.19
H 0.634 -1.622 3.853 0.0 0.1 0.2 0.21
H -0.732 -0.661 4.436 0.1 -0.1 -0.1 0.19
H -1.128 -2.951 5.135 0.1 0.0 0.0 0.20
H -0.777 -1.948 6.558 -0.2 0.2 0.0 0.15
H 1.553 -2.752 6.312 -0.2 -0.1 -0.1 0.35
H 1.272 -4.950 7.125 -0.1 0.0 0.1 0.20
H -0.433 -4.875 6.703 0.0 0.1 0.0 0.19
H -0.170 -4.561 9.075 0.1 0.1 0.0 0.18
H -0.742 -3.030 8.457 0.1 0.2 -0.1 0.16
H 0.527 -1.220 8.562 0.1 -0.1 -0.1 0.18
H 2.141 -1.669 7.918 -0.1 0.2 -0.1 0.16
H 1.947 -1.278 9.620 -0.1 -0.1 0.0 0.18
C -2.183 5.551 -6.172 0.0 -0.3 -0.2 -0.25
O -1.680 4.564 -7.065 0.2 0.6 0.2 -0.56
C -0.300 4.763 -7.396 0.1 -0.7 -0.2 -0.07
C 0.558 3.630 -6.812 -0.4 0.5 0.4 -0.24
N 0.637 3.725 -5.351 0.0 -0.1 -0.3 -0.63
C 1.232 2.543 -4.718 -0.4 0.0 0.2 -0.25
C 0.458 1.215 -4.840 0.3 0.0 0.5 -0.09
O -0.788 1.207 -4.138 0.3 0.5 -1.0 -0.55
C -1.882 1.726 -4.877 -0.1 -0.2 0.4 -0.24
H -3.259 5.399 -6.067 0.1 -0.1 -0.1 0.19
H -1.723 5.450 -5.185 0.0 0.2 0.0 0.17
H -2.010 6.558 -6.566 0.0 0.0 0.1 0.17
H 0.067 5.748 -7.081 -0.1 -0.2 0.2 0.17
H -0.233 4.722 -8.489 0.0 0.0 0.1 0.18
H 1.568 3.689 -7.232 0.0 0.0 0.1 0.19
H 0.111 2.680 -7.120 0.0 0.0 -0.3 0.17
H -0.301 3.850 -4.976 0.2 -0.1 -0.1 0.35
H 1.332 2.777 -3.652 0.0 -0.1 -0.1 0.21
H 2.249 2.404 -5.104 -0.1 0.0 -0.1 0.19
H 1.070 0.440 -4.364 -0.1 0.0 0.0 0.21
H 0.326 0.894 -5.878 -0.2 0.1 0.0 0.16
H -1.786 1.548 -5.953 0.1 0.1 0.0 0.17
H -2.000 2.791 -4.676 -0.1 0.2 -0.2 0.15
H -2.791 1.229 -4.528 0.1 -0.1 0.0 0.19
```
Forces are in eV/Å.

The net charge is -1. The gap between HOMO and LUMO comes out at 7.30 eV.

A molecular structure, C54H52N9O3ReS3, computed with ωB97M-V/def2-TZVPD.

XYZ file:
```
122
Properties=species:S:1:pos:R:3:forces:R:3:mulliken_spin:R:1
Re -5.706 -6.257 21.515 0.6 3.3 -8.1 2.20
N -5.186 -5.623 23.113 1.7 2.7 7.3 0.02
S -4.986 -5.419 24.621 0.2 0.5 -3.6 0.08
N -5.608 -6.513 25.564 -1.8 -1.5 0.6 0.05
S -7.078 -7.174 25.632 -0.1 0.2 -0.9 -0.02
N -7.971 -7.810 24.452 -0.1 1.8 2.4 0.04
S -7.766 -8.401 23.027 4.4 1.6 -2.7 0.08
N -6.684 -7.599 22.176 -5.1 -6.1 3.3 0.07
C -7.071 -10.048 23.245 -0.2 0.3 -0.2 -0.02
C -7.887 -11.183 23.371 -0.9 1.1 -0.2 0.01
C -7.339 -12.425 23.353 0.9 -1.5 0.1 0.00
C -5.935 -12.601 23.284 0.0 -0.8 -0.4 0.00
C -5.159 -11.481 23.195 0.2 2.0 0.2 0.00
C -5.695 -10.159 23.200 0.5 -1.4 0.1 0.01
C -9.327 -8.537 22.193 0.5 -0.2 0.9 0.03
C -9.341 -9.424 21.118 0.2 -0.4 0.3 0.02
C -10.532 -9.547 20.423 0.3 0.7 0.4 0.00
C -11.516 -8.593 20.592 1.5 1.0 2.4 0.01
C -11.434 -7.656 21.665 0.1 -1.2 -0.8 0.00
C -10.393 -7.731 22.590 -0.2 -0.6 -2.0 0.00
C -8.227 -6.099 26.475 0.2 0.7 0.1 0.01
C -9.245 -5.571 25.749 -1.9 0.0 -0.4 0.00
C -10.272 -4.854 26.412 -0.9 0.6 -2.1 0.00
C -10.230 -4.526 27.736 0.9 -0.8 0.8 0.00
C -9.147 -5.049 28.452 1.7 1.0 1.1 0.00
C -8.092 -5.734 27.820 -0.2 -0.1 0.2 0.00
C -6.820 -8.437 26.776 -0.8 -1.5 0.7 0.01
C -5.547 -8.790 27.135 2.2 -0.1 0.5 0.00
C -5.348 -9.676 28.195 0.7 -0.3 1.0 0.00
C -6.399 -10.361 28.819 0.1 1.3 -1.3 0.00
C -7.686 -10.024 28.428 -0.8 0.6 -1.7 0.00
C -7.922 -9.096 27.387 1.0 0.4 0.7 0.00
C -5.440 -3.713 25.160 -0.7 -0.2 -0.4 0.00
C -4.686 -2.968 26.070 0.7 -0.8 -0.5 0.00
C -4.968 -1.626 26.235 -0.4 0.0 0.3 0.00
C -6.076 -1.043 25.620 0.2 0.3 -0.1 0.00
C -6.993 -1.856 24.954 -0.5 0.0 -0.5 0.00
C -6.616 -3.159 24.626 -0.6 -0.5 0.3 0.01
C -3.237 -5.535 24.944 -0.2 0.0 1.0 0.04
C -2.706 -6.321 25.974 0.2 -0.3 -0.1 0.00
C -1.338 -6.218 26.284 -0.2 0.3 -0.9 0.00
C -0.500 -5.429 25.474 -1.4 0.3 0.1 0.00
C -1.054 -4.677 24.434 -1.3 -0.9 0.9 0.00
C -2.444 -4.680 24.208 1.6 -0.3 -0.3 0.00
H -8.978 -11.106 23.427 0.5 0.2 -0.1 0.00
H -8.019 -13.274 23.340 0.3 0.0 0.2 0.00
H -5.381 -13.578 23.236 -1.2 0.9 0.1 0.00
H -4.090 -11.516 23.081 0.3 -0.4 0.2 0.00
H -4.966 -9.343 23.184 -0.7 0.0 -0.2 0.00
H -8.490 -10.082 20.871 -0.5 0.5 0.3 0.00
H -10.678 -10.378 19.793 0.0 -0.6 -1.1 0.00
H -12.355 -8.560 19.990 -1.6 -0.1 -1.2 0.00
H -12.232 -6.943 21.755 -0.2 0.1 0.3 0.00
H -10.412 -7.194 23.492 0.2 0.7 0.8 0.00
H -9.318 -5.785 24.685 -0.3 0.2 0.3 0.00
H -11.150 -4.501 25.831 0.9 -0.3 0.2 0.00
H -10.945 -3.880 28.251 0.0 -0.4 -0.4 0.00
H -9.006 -4.718 29.520 -0.1 -0.6 -1.2 0.00
H -7.131 -5.917 28.281 -0.2 -0.3 0.6 0.00
H -4.622 -8.409 26.637 -1.3 -0.1 0.5 0.00
H -4.341 -9.765 28.682 -0.8 -0.2 -1.1 0.00
H -6.178 -11.111 29.532 0.0 -0.4 0.8 0.00
H -8.607 -10.440 28.805 0.2 -0.4 0.5 0.00
H -8.943 -8.812 27.175 0.0 0.0 -0.2 0.00
H -3.800 -3.378 26.557 -0.3 0.0 -0.1 0.00
H -4.361 -1.079 26.946 0.1 0.3 -0.4 0.00
H -6.153 0.051 25.608 -0.4 -0.5 0.5 0.00
H -8.031 -1.520 24.670 1.5 -0.1 0.1 0.00
H -7.329 -3.733 24.021 0.5 0.0 0.2 0.01
H -3.347 -7.076 26.436 0.3 0.7 0.2 0.00
H -0.887 -6.746 27.112 -0.2 -0.2 0.0 0.00
H 0.540 -5.341 25.699 0.5 -0.1 0.0 0.00
H -0.462 -4.075 23.805 0.8 0.6 -0.5 0.00
H -2.772 -4.099 23.370 -0.6 0.3 -0.1 0.00
N -2.779 -7.728 18.889 -1.1 -0.6 1.1 0.02
C -3.408 -8.971 19.080 -0.4 2.1 1.0 -0.02
C -4.315 -8.742 20.076 -0.9 -2.4 0.1 0.03
N -4.295 -7.495 20.521 1.9 2.7 -0.6 0.01
C -3.336 -6.814 19.774 -0.5 -4.3 -0.7 0.03
C -3.300 -5.422 19.787 -0.7 3.4 2.2 0.02
N -4.103 -4.813 20.720 0.7 -0.1 -2.6 0.02
C -4.029 -3.438 20.421 -1.0 -1.4 1.5 0.02
C -3.173 -3.238 19.413 0.5 0.5 -0.3 0.00
N -2.696 -4.465 19.044 1.1 -1.0 -1.0 0.01
H -1.925 -7.670 18.352 -0.1 0.5 -0.1 0.00
H -3.315 -9.857 18.504 0.7 -0.3 -0.5 0.00
H -5.045 -9.438 20.507 0.5 0.3 -0.4 0.01
H -4.659 -2.755 20.978 0.4 0.0 -0.2 0.00
H -2.877 -2.321 18.928 0.1 -0.2 0.0 0.00
H -1.898 -4.588 18.396 -1.0 0.0 0.5 0.00
O -10.306 -4.525 22.959 0.9 -0.5 0.0 0.00
H -11.023 -3.980 22.675 -1.0 0.7 -0.1 0.00
H -9.885 -4.753 22.121 0.3 -0.3 -0.1 0.00
O -8.702 -5.997 20.299 1.1 -0.3 -0.6 0.03
C -7.935 -6.296 19.361 0.2 -0.4 0.5 0.06
O -6.628 -6.561 19.464 -1.1 0.7 1.8 0.02
C -8.468 -6.446 17.968 1.3 1.0 -0.2 -0.01
C -7.501 -6.549 16.954 -1.2 -1.2 -0.8 0.00
C -7.889 -6.804 15.622 0.1 0.7 1.1 0.00
C -9.257 -6.806 15.363 -0.5 -0.1 -0.9 0.00
C -10.236 -6.575 16.351 1.2 0.1 0.4 0.00
C -9.812 -6.322 17.667 -0.7 -0.5 -0.6 0.00
H -6.494 -6.581 17.288 0.8 0.0 -0.1 0.00
H -7.152 -6.955 14.816 -0.5 0.1 0.5 0.00
H -9.544 -6.952 14.309 -0.2 -0.1 0.7 0.00
H -11.291 -6.617 16.133 0.0 0.2 -0.2 0.00
H -10.533 -6.056 18.443 0.2 -0.3 -0.1 0.00
C -9.434 -2.792 19.928 1.3 1.8 -1.6 0.00
C -7.924 -2.301 19.996 0.0 -0.1 -0.1 0.01
C -7.127 -2.443 18.672 0.2 -1.0 0.1 0.00
C -7.796 -0.841 20.475 0.8 -0.3 0.2 0.00
C -7.233 -3.309 20.897 0.9 -2.2 -0.7 0.06
N -6.710 -4.326 21.150 -1.7 2.4 0.9 0.03
H -9.963 -2.306 19.080 0.6 -0.1 0.4 0.00
H -9.921 -2.478 20.808 -0.6 0.2 1.2 0.00
H -9.488 -3.833 19.779 0.0 -1.3 0.0 0.00
H -7.608 -1.886 17.888 -0.3 0.2 -0.3 0.00
H -7.008 -3.496 18.357 -0.4 0.4 0.1 0.00
H -6.106 -2.061 18.776 -0.2 0.1 0.2 0.00
H -8.445 -0.177 19.901 -0.1 -0.2 0.1 0.00
H -6.755 -0.449 20.369 -0.7 -0.4 0.0 0.00
H -8.037 -0.813 21.529 -0.3 0.4 0.2 0.00
```
Forces are in eV/Å.

The calculation puts the energy above the lowest of the compared OMol25 structures with the same formula, charge and spin at 0.000 eV. The net charge is +3. The gap between HOMO and LUMO (spin up / spin down) comes out at 6.52 / 6.89 eV. Its multiplicity is 4. Its expectation value of S² is 3.769.

2 unconnected molecules or ions with the total composition C2H4IPS, computed with ωB97M-V/def2-TZVPD.

XYZ file:
```
9
Properties=species:S:1:pos:R:3:forces:R:3:nbo_charge:R:1
C 0.993 -0.200 0.756 1.1 -0.4 0.3 -0.14
C -0.373 0.107 1.079 -0.6 0.2 -0.2 -0.75
P 3.431 -0.610 -3.732 0.4 -0.2 0.0 0.16
S 2.235 -0.040 -0.162 -0.3 0.2 -0.1 0.15
I 3.050 -2.856 -2.940 0.0 0.1 -0.1 -0.09
H -0.923 0.541 0.237 -0.1 0.1 0.0 0.22
H -0.381 0.822 1.908 0.0 -0.1 0.0 0.26
H -0.886 -0.792 1.421 -0.1 0.0 0.0 0.25
H 2.071 -0.284 -3.728 -0.4 0.1 0.0 -0.06
```
Forces are in eV/Å.

The calculation puts the energy above the lowest of the compared OMol25 structures with the same formula, charge and spin at 0.000 eV. The gap between HOMO and LUMO (spin up / spin down) comes out at 6.97 / 7.97 eV. Its multiplicity is 3. Its expectation value of S² is 2.010.

A molecular structure, CH13NSi4, computed with ωB97M-V/def2-TZVPD.

XYZ file:
```
19
Properties=species:S:1:pos:R:3:forces:R:3:nbo_charge:R:1
C 2.022 -2.767 1.056 -1.6 -4.2 -0.8 -1.10
N -0.516 1.087 -0.906 -0.4 0.1 0.3 -1.73
Si -0.820 2.777 -0.503 0.2 0.0 1.7 1.08
Si -1.661 0.372 -1.960 0.2 -0.7 -0.9 1.12
Si 0.361 -1.751 1.077 1.1 -0.1 -2.5 0.71
Si 0.898 0.142 -0.390 -0.8 1.6 1.9 0.86
H 1.873 -3.594 1.885 0.7 1.8 -1.2 0.24
H 1.976 -3.548 0.104 0.2 2.3 2.0 0.25
H 3.034 -2.330 1.090 -0.7 0.1 0.1 0.25
H -0.982 3.199 1.060 0.9 -0.7 -1.7 -0.16
H -2.204 3.197 -0.798 0.0 -0.2 -0.8 -0.17
H 0.237 3.468 -1.290 -0.3 0.4 0.4 -0.17
H -1.516 0.662 -3.413 0.2 0.2 0.1 -0.20
H -1.413 -1.099 -1.927 -0.3 0.1 0.2 -0.19
H -2.999 0.834 -1.639 -0.5 -0.1 0.3 -0.18
H -0.103 -1.624 2.434 -0.1 0.6 0.6 -0.14
H -0.838 -2.294 0.312 0.7 -0.3 0.4 -0.15
H 1.921 0.167 -1.468 -0.1 -0.5 0.1 -0.14
H 1.339 1.131 0.664 0.5 -0.2 -0.3 -0.18
```
Forces are in eV/Å.

The calculation puts the energy above the lowest of the compared OMol25 structures with the same formula, charge and spin at 1.216 eV. The gap between HOMO and LUMO comes out at 9.67 eV.

5 unconnected molecules or ions with the total composition C23H56B3BrN8O7, computed with ωB97M-V/def2-TZVPD.

XYZ file:
```
98
Properties=species:S:1:pos:R:3:forces:R:3:lowdin_charge:R:1
C 2.552 5.409 3.509 0.7 -0.2 0.3 -0.16
C 2.761 3.999 2.692 -0.6 0.0 -0.7 -0.27
C 3.998 4.087 1.575 -0.4 -0.7 1.1 -0.21
C 3.949 2.704 0.662 0.8 0.3 0.5 -0.23
C 3.917 2.982 -0.960 -0.9 0.2 0.4 -0.21
C 3.781 1.614 -1.875 1.4 0.1 0.0 -0.22
C 3.742 0.250 -0.958 -0.2 -0.1 -0.3 -0.23
C 3.575 -1.138 -1.833 -0.1 -0.2 0.3 -0.21
C 2.473 -2.118 -1.086 -0.6 -0.3 -1.2 -0.22
C 2.679 -3.728 -1.449 -0.7 0.3 0.9 -0.21
C 1.955 -4.576 -0.214 0.7 0.6 0.3 -0.21
C 0.336 -4.245 -0.071 0.3 0.4 -0.7 -0.20
C 0.038 -3.125 1.110 -0.7 -0.4 -1.1 -0.20
C -1.475 -3.287 1.790 0.9 -0.1 0.1 -0.20
C -2.363 -1.952 1.439 0.2 0.7 0.8 -0.19
C -3.569 -1.647 2.557 0.4 -0.9 0.6 -0.09
B -4.959 -1.115 1.847 -1.3 -0.1 0.7 -0.38
O -6.003 -2.146 1.519 2.5 2.3 -3.5 0.12
B -6.154 -2.007 0.045 -1.4 2.1 2.4 -0.19
O -6.525 -0.684 -0.495 3.3 0.0 1.8 0.11
B -5.704 0.406 0.070 -0.5 -1.4 1.6 -0.45
C -5.147 1.728 -0.735 -0.3 1.8 1.5 -0.51
Br -3.869 1.159 -2.221 -1.0 0.2 1.0 0.66
C -6.303 2.770 -1.249 0.0 0.4 -1.6 -0.27
C -7.801 2.126 -1.413 -0.8 0.3 -0.2 -0.14
O -5.294 0.284 1.514 0.5 -2.5 -3.0 0.15
H 1.438 5.648 3.790 2.1 -0.6 -0.7 0.07
H 2.985 6.277 2.842 -1.0 -1.6 1.4 0.07
H 3.159 5.381 4.535 -1.2 0.1 -2.3 0.08
H 2.906 3.071 3.429 -0.1 2.1 -1.6 0.11
H 1.773 3.750 2.070 2.0 0.6 1.4 0.11
H 3.878 5.061 0.924 0.2 -1.9 1.2 0.11
H 5.009 4.118 2.189 -2.2 0.1 -1.6 0.08
H 3.036 2.068 1.057 1.8 1.3 -1.1 0.10
H 4.931 2.091 0.937 -2.1 1.2 -0.6 0.11
H 2.958 3.629 -1.190 2.0 -1.1 0.5 0.11
H 4.857 3.636 -1.272 -1.9 -1.4 0.6 0.10
H 4.770 1.569 -2.533 -2.1 -0.1 1.2 0.11
H 2.878 1.722 -2.626 1.7 -0.5 1.7 0.11
H 4.721 0.182 -0.290 -2.1 0.2 -1.5 0.12
H 2.825 0.311 -0.230 1.8 -0.1 -1.4 0.10
H 4.587 -1.753 -1.904 -2.0 1.5 0.1 0.11
H 3.234 -0.878 -2.945 0.7 -0.6 2.4 0.12
H 1.395 -1.825 -1.496 2.2 -0.5 1.0 0.11
H 2.420 -1.967 0.083 0.5 -0.3 -2.4 0.11
H 3.825 -3.973 -1.557 -2.3 0.4 0.4 0.10
H 2.141 -4.000 -2.453 1.1 0.6 1.8 0.10
H 2.486 -4.182 0.778 -1.1 -0.9 -2.0 0.10
H 2.201 -5.719 -0.282 -0.7 2.1 0.0 0.10
H -0.004 -3.735 -1.092 0.6 -1.2 2.0 0.11
H -0.294 -5.230 0.038 1.3 2.0 0.0 0.08
H 0.025 -2.075 0.555 0.4 -2.1 1.5 0.10
H 0.893 -3.208 1.906 -1.8 0.4 -1.4 0.11
H -1.989 -4.285 1.426 1.0 2.1 0.6 0.11
H -1.270 -3.423 2.954 -0.9 0.6 -2.4 0.12
H -2.837 -2.000 0.357 1.2 0.0 2.1 0.13
H -1.626 -1.023 1.525 -1.6 -2.0 -0.6 0.12
H -3.152 -0.939 3.402 -0.8 -1.3 -1.8 0.11
H -3.764 -2.693 3.085 0.1 2.2 -1.1 0.12
H -6.041 -2.916 -0.697 -0.1 -0.2 0.0 0.10
H -4.455 2.345 0.018 -1.4 -1.6 -1.8 0.12
H -6.311 3.772 -0.600 0.0 -2.5 -1.2 0.13
H -5.974 3.126 -2.339 -0.7 -0.7 2.4 0.11
H -8.510 2.921 -1.938 1.6 -1.5 1.2 0.09
H -7.837 1.169 -2.126 0.4 2.1 1.8 0.10
H -8.326 1.872 -0.374 1.3 0.4 -2.2 0.10
N -5.055 0.556 -6.721 -0.8 -1.4 -0.3 0.15
C -4.475 1.759 -6.882 0.1 0.5 -0.7 -0.73
N -3.995 2.304 -5.750 0.6 0.9 0.9 0.15
O -4.391 2.311 -7.968 0.0 0.0 -0.1 0.02
H -5.133 0.085 -5.836 0.0 0.1 -0.1 0.09
H -5.429 0.111 -7.549 0.2 0.2 0.3 0.11
H -3.550 3.209 -5.827 -0.2 -0.4 0.0 0.11
H -4.055 1.864 -4.847 0.0 0.1 -0.1 0.00
N 7.958 3.638 0.395 -0.5 -0.4 -1.3 0.16
C 7.964 3.919 1.711 -0.6 0.0 0.3 -0.70
N 9.168 4.262 2.203 1.1 0.4 1.0 0.15
O 6.959 3.867 2.402 0.3 -0.1 0.2 0.01
H 8.775 3.675 -0.190 -0.2 0.0 0.1 0.10
H 7.071 3.375 -0.015 0.3 0.1 0.1 0.10
H 9.217 4.482 3.190 0.0 -0.1 -0.4 0.11
H 10.007 4.311 1.650 -0.2 0.0 0.1 0.10
N -2.040 -6.707 -2.916 0.8 0.1 -1.3 0.15
C -2.352 -6.825 -1.613 0.6 -0.1 0.5 -0.71
N -3.672 -6.833 -1.354 -1.3 0.0 0.7 0.15
O -1.506 -6.916 -0.737 0.0 -0.1 0.0 0.01
H -2.722 -6.630 -3.652 0.1 0.0 0.2 0.10
H -1.057 -6.696 -3.155 -0.4 0.0 0.1 0.11
H -3.950 -6.920 -0.385 0.1 0.0 -0.4 0.11
H -4.383 -6.759 -2.061 0.2 0.0 0.1 0.10
N -0.167 0.952 4.716 -1.5 0.5 -0.3 0.15
C 1.079 0.468 4.564 0.4 -0.3 -0.8 -0.73
N 1.793 0.396 5.702 1.1 -0.3 1.0 0.15
O 1.525 0.121 3.481 0.0 0.0 0.0 0.01
H -0.552 1.242 5.599 0.1 0.0 -0.2 0.10
H -0.739 1.022 3.884 0.2 0.0 0.3 0.11
H 2.736 0.037 5.631 -0.4 0.2 0.0 0.11
H 1.443 0.676 6.602 0.1 0.0 -0.2 0.10
```
Forces are in eV/Å.

The SMILES is CCCCCCCCCCCCCCCCB1OBOB([C@@H](Br)CC)O1.NC(N)=O.NC(N)=O.NC(N)=O.NC(N)=O. The gap between HOMO and LUMO comes out at 9.55 eV.